[1]
{"formula": "C3H2F2NO3", "method": "wB97M-V/def2-TZVPD", "relative_energy_ev": 1.032, "e_tot_ha": -595.75904, "largest_force_ev_per_a": 4.4, "total_charge": -1, "symbols": ["C", "C", "C", "N", "O", "O", "O", "F", "F", "H", "H"], "xyz": [[0.6858, -0.8960, 0.5062], [-1.7875, 1.3898, 0.0392], [-0.3008, -0.7918, -0.4133], [1.9934, -0.1545, 0.1265], [-0.8795, 2.0662, 0.0660], [0.6392, -1.3957, 1.6217], [-2.8686, 0.9186, 0.0171], [-0.2406, -0.3249, -1.6601], [-1.5123, -1.5671, -0.3717], [1.9995, 0.3555, -0.7865], [2.2713, 0.3998, 0.8549]], "atomic_forces_ev_per_a": [[2.012, 1.720, -1.210], [-3.949, -1.851, 0.009], [-2.864, -1.076, 0.608], [-2.111, -2.322, -3.115], [2.794, 1.939, 0.062], [0.084, -0.683, 1.363], [1.307, 0.154, 0.014], [0.686, 0.510, -1.443], [1.712, 0.499, 0.201], [-0.344, -0.575, 1.345], [0.672, 1.685, 2.167]]}


[2]
{"formula": "C2ClF5", "method": "wB97M-V/def2-TZVPD", "relative_energy_ev": 3.126, "e_tot_ha": -1035.63051, "largest_force_ev_per_a": 3.2, "symbols": ["C", "C", "F", "F", "F", "F", "F", "Cl"], "xyz": [[-0.6997, -0.5094, 0.0274], [0.2979, 0.7077, 0.0184], [-1.9532, 0.0004, 0.1573], [-0.4257, -1.3943, 0.9612], [-0.6785, -1.1749, -1.2336], [0.7328, 1.0399, -1.2048], [-0.0284, 1.7669, 0.7372], [2.7548, -0.4362, 0.5368]], "atomic_forces_ev_per_a": [[-0.672, -0.779, -2.195], [1.709, 0.289, -1.569], [1.213, -0.610, 0.205], [-0.335, 0.652, -0.332], [0.283, 1.617, 2.753], [-0.967, -0.270, 1.942], [0.520, -1.650, -0.716], [-1.751, 0.750, -0.089]]}


[3]
{"formula": "C17H19FN2O", "method": "wB97M-V/def2-TZVPD", "e_tot_ha": -943.70010, "multiplicity": 2, "largest_force_ev_per_a": 3.9, "total_charge": -1, "symbols": ["N", "C", "C", "C", "C", "C", "H", "H", "H", "H", "H", "N", "C", "C", "C", "C", "C", "H", "H", "H", "H", "H", "C", "O", "H", "H", "H", "H", "F", "C", "C", "C", "C", "C", "C", "H", "H", "H", "H", "H"], "xyz": [[2.3766, 0.8782, 2.5611], [2.9247, 1.9380, 3.2165], [2.4485, 2.4316, 4.3951], [1.4015, 1.7405, 4.9917], [0.9770, 0.5498, 4.5115], [1.4271, 0.1741, 3.2360], [3.6974, 2.3550, 2.5877], [2.8322, 3.3462, 4.8226], [0.9713, 2.0288, 5.9394], [0.3098, -0.1018, 5.0562], [1.1576, -0.8152, 2.8967], [-0.5970, -3.0198, 1.1530], [-1.6137, -3.6113, 1.8139], [-2.8650, -2.9614, 1.9790], [-2.9218, -1.5901, 1.6976], [-1.8643, -0.9779, 1.0791], [-0.7363, -1.7388, 0.7320], [-1.4869, -4.6550, 2.0609], [-3.7518, -3.4857, 2.3032], [-3.8928, -1.1183, 1.7275], [-2.0186, 0.0424, 0.7602], [0.0154, -1.5241, -0.0132], [-0.7477, -1.0672, -6.3950], [-0.4295, 0.1843, -7.0283], [-1.7656, -1.1020, -6.0068], [-0.7138, -1.7286, -7.2607], [-0.0077, -1.4501, -5.6922], [-0.9293, 0.9285, -6.6846], [2.2147, -0.2655, -3.0660], [1.4569, 0.5644, -2.4324], [1.8148, 1.0481, -1.1788], [0.8246, 1.6954, -0.4085], [-0.5252, 1.8388, -0.9406], [-0.8459, 1.4478, -2.2623], [0.1560, 0.7253, -2.9294], [2.7734, 0.8306, -0.7313], [1.0192, 2.0209, 0.6027], [-1.2768, 2.3882, -0.3934], [-1.7859, 1.6492, -2.7545], [-0.0228, 0.4071, -3.9459]], "atomic_forces_ev_per_a": [[0.365, -0.165, -0.991], [-0.521, -0.234, -0.758], [1.286, 0.788, -0.993], [-1.271, 0.928, 2.859], [0.056, -1.683, -2.725], [-0.533, -0.582, 2.047], [0.449, 0.679, 0.470], [0.216, 0.066, 0.070], [0.191, 0.475, 0.275], [-0.233, -0.020, 0.052], [-0.053, -0.169, -0.498], [-0.692, 0.205, 0.243], [-0.928, 1.400, -0.863], [1.468, 0.106, 0.219], [-0.672, -1.653, -0.379], [0.773, 0.294, -0.719], [-0.733, -1.614, 0.574], [0.093, -0.086, 0.165], [0.078, -0.131, 0.218], [0.055, 0.386, 0.372], [0.480, 0.090, -0.110], [0.118, 1.017, 0.294], [-0.165, 0.069, -1.536], [0.218, -0.003, 0.410], [0.123, 0.107, 0.271], [-0.150, -0.502, 0.233], [0.002, 0.555, 0.283], [-0.017, -0.229, 0.357], [2.131, -1.329, -1.544], [-3.095, 1.069, 2.086], [-0.997, 0.307, 0.551], [-1.999, -0.400, -1.667], [1.529, 0.404, -0.564], [2.106, -0.622, 1.336], [0.008, 0.954, -0.592], [0.123, 0.053, -0.033], [0.262, -0.117, 0.094], [0.077, -0.027, 0.375], [-0.139, -0.054, 0.226], [-0.005, -0.333, -0.108]]}


[4]
{"formula": "C8H14N3Pt", "method": "wB97M-V/def2-TZVPD", "relative_energy_ev": 0.000, "e_tot_ha": -596.34709, "multiplicity": 5, "largest_force_ev_per_a": 4.8, "total_charge": 1, "symbols": ["C", "Pt", "N", "H", "H", "H", "H", "H", "H", "H", "H", "N", "C", "N", "C", "C", "C", "C", "C", "C", "H", "H", "H", "H", "H", "H"], "xyz": [[-1.6685, -0.6465, -1.7436], [0.5112, -0.2319, 0.1109], [1.4900, 0.8838, -1.3911], [-0.5602, -0.8316, 1.1377], [-1.8780, 0.2126, -1.1399], [-2.4770, -1.3452, -1.5509], [-0.6496, -1.0913, -1.3798], [-1.7446, -0.3441, -2.7886], [2.4733, 0.5952, -1.3265], [1.3853, 1.8835, -1.1977], [1.1083, 0.6641, -2.3215], [3.5626, 0.9279, 2.6158], [3.1095, 0.3429, 1.4767], [1.7628, 0.5553, 1.4232], [1.3695, 1.3324, 2.5464], [0.1062, 1.6603, 3.0450], [0.0331, 2.2328, 4.3405], [1.1978, 2.4399, 5.0966], [2.4482, 2.0756, 4.5956], [2.5068, 1.5430, 3.3146], [4.5500, 0.8722, 2.8777], [3.6888, -0.2389, 0.7488], [-0.7174, 1.4128, 2.3997], [-0.9496, 2.4988, 4.7211], [1.0688, 2.8938, 6.0844], [3.3759, 2.2142, 5.1653]], "atomic_forces_ev_per_a": [[0.397, -0.615, -0.039], [-1.924, -1.783, 0.302], [0.203, 0.293, -1.392], [-0.136, -0.114, -0.280], [-0.116, 0.648, 0.407], [0.176, -0.328, 0.125], [-1.665, 0.295, -1.165], [0.546, -0.187, -0.043], [-0.446, 0.515, -0.361], [0.312, -0.340, -0.256], [0.518, 0.328, 0.414], [-0.051, 0.508, 0.827], [-1.164, 0.290, 0.191], [1.424, 2.237, 3.038], [3.299, -1.906, -1.566], [-0.836, -0.657, -1.947], [1.698, 1.129, 2.973], [-4.752, 0.468, -0.132], [2.867, 0.347, 1.029], [1.063, -1.770, -2.760], [-0.685, 0.225, 0.183], [-0.255, 0.490, 0.631], [-0.549, 0.155, 0.295], [0.330, 0.044, 0.105], [0.307, -0.242, -0.428], [-0.561, -0.030, -0.150]]}


[5]
{"formula": "C15H6CrN3O2S7", "method": "wB97M-V/def2-TZVPD", "e_tot_ha": -4721.95525, "multiplicity": 2, "largest_force_ev_per_a": 1.5, "total_charge": -2, "symbols": ["Cr", "S", "C", "S", "C", "C", "S", "S", "S", "S", "C", "C", "C", "C", "N", "C", "C", "C", "S", "C", "N", "H", "H", "O", "C", "C", "C", "C", "O", "N", "H", "H", "H", "H"], "xyz": [[-0.1536, 0.0510, 0.0954], [5.8695, 3.8151, 1.5333], [4.4874, 2.9959, 1.1769], [4.4299, 1.6484, 0.0813], [2.6978, 1.3744, 0.1516], [1.9998, 2.1869, 0.9939], [0.3015, 2.1347, 1.2129], [2.9367, 3.3932, 1.8580], [1.9885, 0.1865, -0.8594], [-0.6270, -2.0478, -0.9216], [-2.1078, -1.6729, -1.7316], [-2.9103, -2.7155, -2.1734], [-4.1493, -2.4809, -2.7664], [-4.9263, -3.5586, -3.2048], [-5.5462, -4.4597, -3.5711], [-4.5950, -1.1427, -2.9225], [-3.7596, -0.0959, -2.5431], [-2.5186, -0.3310, -1.9588], [-1.4967, 1.0011, -1.5556], [-5.8703, -0.8869, -3.4410], [-6.9279, -0.6824, -3.8514], [-2.5637, -3.7300, -2.0379], [-4.0792, 0.9267, -2.6845], [2.1017, -1.8977, 3.0167], [0.9200, -1.6579, 2.9366], [-0.1286, -2.1622, 3.9660], [-1.4483, -1.5957, 3.4710], [-1.0218, -0.8796, 2.2016], [-1.7696, -0.2963, 1.4080], [0.2847, -0.9457, 1.9702], [0.1504, -1.8174, 4.9619], [-0.1058, -3.2529, 3.9624], [-1.9068, -0.8874, 4.1623], [-2.1863, -2.3590, 3.2186]], "atomic_forces_ev_per_a": [[1.214, 0.647, -0.448], [0.502, 0.270, 0.160], [-0.550, -0.318, -0.165], [-0.327, 0.560, 0.463], [0.099, 0.526, 0.447], [0.386, -0.171, -0.024], [-0.452, -0.146, -0.307], [0.522, -0.468, -0.504], [-0.857, -0.573, 0.060], [0.321, 0.253, -0.016], [0.020, 0.063, 0.159], [-0.425, 0.078, -0.230], [0.682, 1.294, 0.402], [-0.783, -1.047, -0.404], [0.050, 0.072, 0.043], [1.133, -0.632, 0.369], [-0.069, -0.248, 0.030], [-0.033, -0.324, -0.191], [0.132, 0.129, 0.457], [-1.105, 0.247, -0.474], [0.011, 0.040, -0.026], [-0.022, -0.066, 0.000], [-0.072, 0.035, -0.011], [0.152, -0.056, 0.062], [-0.022, -0.313, 0.425], [0.226, 0.034, -0.081], [-0.071, 0.046, -0.099], [-0.109, -0.543, 0.991], [-0.279, 0.219, -0.294], [-0.313, 0.298, -0.726], [0.051, -0.029, -0.036], [0.050, 0.036, 0.030], [-0.040, 0.011, -0.059], [-0.023, 0.077, -0.001]]}


[6]
{"formula": "C2H8N2O3S", "method": "wB97M-V/def2-TZVPD", "relative_energy_ev": 0.303, "e_tot_ha": -814.40777, "largest_force_ev_per_a": 1.4, "symbols": ["C", "C", "N", "N", "O", "O", "O", "S", "H", "H", "H", "H", "H", "H", "H", "H"], "xyz": [[-2.0677, -0.2324, -0.0487], [-0.6597, -0.7071, -0.2668], [-0.3827, -1.9535, 0.2261], [0.1378, 0.0323, -0.9127], [1.9212, 1.6780, 0.8716], [3.3294, 2.4677, -0.9983], [1.6509, 3.9881, 0.0099], [1.7384, 2.6302, -0.4635], [-2.1719, 0.7592, -0.4766], [-2.2969, -0.1955, 1.0133], [-2.7700, -0.9096, -0.5320], [0.5798, -2.2458, 0.2630], [-1.0104, -2.3884, 0.8800], [1.0734, -0.3505, -1.0260], [3.6434, 3.2461, -1.4584], [2.3538, 2.1474, 1.5920]], "atomic_forces_ev_per_a": [[0.065, -0.031, -0.065], [-0.299, 0.037, -0.002], [0.143, -0.375, 0.139], [0.214, 0.464, -0.408], [-0.337, -0.021, -1.189], [-0.707, -0.841, 0.641], [-0.150, 0.456, 0.032], [1.182, -0.464, 0.657], [-0.014, -0.002, 0.009], [-0.080, -0.003, 0.146], [-0.086, -0.051, 0.005], [-0.080, -0.020, 0.033], [0.050, 0.081, -0.022], [-0.004, -0.252, 0.111], [-0.182, 0.572, -0.131], [0.283, 0.451, 0.045]]}